{"formula": "H12Li7O26S5", "method": "ωB97M-V/def2-TZVPD", "e_tot_ev": -109040.745, "total_charge": -3, "e_above_lowest_ev": 17.8005, "homo_ev": 0.67, "multiplicity": 1, "max_force_ev_per_a": 8.23, "homo_lumo_gap_ha": 0.06562, "elements": ["Li", "Li", "Li", "Li", "Li", "Li", "Li", "S", "O", "O", "O", "O", "S", "O", "O", "O", "O", "S", "O", "O", "O", "O", "S", "O", "O", "O", "O", "S", "O", "O", "O", "O", "O", "H", "H", "O", "H", "H", "O", "H", "H", "O", "H", "H", "O", "H", "H", "O", "H", "H"], "xyz": [[15.5848, -15.7836, -2.2215], [8.6863, -14.8494, -1.6300], [15.7686, -12.9965, 1.8979], [13.8175, -12.3113, -4.2779], [13.2599, -10.7491, -0.0612], [10.3157, -12.8664, 1.7887], [15.7490, -17.2991, 1.4313], [16.7003, -11.9763, -2.4163], [16.3909, -12.9444, -3.4327], [16.8614, -12.6331, -1.0654], [17.9061, -11.2717, -2.7240], [15.5498, -11.1040, -2.3834], [6.4651, -12.2078, 1.1159], [7.6089, -11.7674, 1.9567], [6.8646, -13.3284, 0.3464], [5.2210, -12.5329, 1.8488], [6.1466, -11.1590, 0.2258], [19.4952, -17.1418, -0.7398], [18.1309, -16.8351, -0.5722], [19.9281, -18.2008, 0.1706], [19.7772, -17.5213, -2.0716], [20.3185, -15.9901, -0.3619], [12.8053, -14.8687, -0.5653], [13.5722, -16.0599, -0.3749], [13.2460, -13.8624, 0.3611], [13.0547, -14.4992, -1.9127], [11.3722, -15.0986, -0.3390], [13.6620, -10.6814, 3.7243], [14.1171, -11.9303, 4.3064], [12.2716, -10.7928, 3.2270], [13.9611, -9.4783, 4.5049], [14.4889, -10.4921, 2.5485], [11.6323, -14.6055, 4.5454], [11.4677, -14.2897, 5.4339], [12.4356, -14.1594, 4.2771], [12.4478, -19.6966, -1.3761], [13.0276, -20.2783, -0.8844], [12.6442, -18.8220, -1.0404], [13.2488, -18.2393, 3.3631], [12.5315, -18.7716, 3.0191], [12.8366, -17.4112, 3.6092], [10.7526, -15.8538, -4.5947], [11.3386, -15.6385, -3.8691], [10.2666, -15.0456, -4.7587], [14.6422, -17.7919, -4.3172], [13.9731, -17.5888, -4.9709], [14.6282, -18.7465, -4.2481], [8.2626, -17.1793, 1.8322], [8.7077, -17.8672, 2.3272], [8.9654, -16.7251, 1.3675]]}